{
  "formula": "C23H35N3O4",
  "method": "ωB97M-V with the def2-TZVPD basis set",
  "e_above_lowest_kj_mol": 99.5,
  "smiles": "COc1cccc(CN2CCNC(=O)[C@H]2CC(=O)NCCCC2CCCC2)c1OC",
  "energy_ha": -1362.656651,
  "species": ["C", "O", "C", "C", "C", "C", "C", "C", "N", "C", "C", "N", "C", "O", "C", "C", "C", "O", "N", "C", "C", "C", "C", "C", "C", "C", "C", "C", "O", "C", "H", "H", "H", "H", "H", "H", "H", "H", "H", "H", "H", "H", "H", "H", "H", "H", "H", "H", "H", "H", "H", "H", "H", "H", "H", "H", "H", "H", "H", "H", "H", "H", "H", "H", "H"],
  "positions_angstrom": [[-6.87950, -2.98030, -1.16685], [-6.38280, -1.66629, -1.12538], [-5.59476, -1.29298, -0.06497], [-5.18180, -2.17341, 0.92603], [-4.35704, -1.74713, 1.95167], [-3.92946, -0.43681, 1.99555], [-4.32247, 0.46700, 1.01769], [-3.82984, 1.89762, 1.05140], [-2.49388, 2.13980, 0.53449], [-2.30435, 1.93068, -0.88210], [-2.14098, 0.45542, -1.27866], [-1.40001, -0.27808, -0.27455], [-1.06542, 0.13065, 0.95658], [-0.46305, -0.59633, 1.73222], [-1.41234, 1.57323, 1.31041], [-0.13164, 2.44517, 1.18916], [0.81923, 1.99287, 0.08798], [0.84859, 2.50304, -1.01637], [1.64377, 0.99452, 0.45844], [2.59890, 0.39100, -0.44137], [4.01832, 0.47629, 0.11867], [5.03287, -0.14524, -0.83789], [6.46987, -0.02226, -0.33113], [7.49639, -0.58791, -1.34002], [8.24362, -1.70670, -0.60811], [8.14955, -1.30371, 0.85933], [6.71425, -0.79966, 0.97341], [-5.17452, 0.04951, -0.01133], [-5.50187, 0.99854, -0.94797], [-6.78395, 0.98224, -1.53826], [-7.50297, -3.02691, -2.05880], [-6.07273, -3.71530, -1.25371], [-7.48958, -3.20995, -0.28741], [-5.49566, -3.20431, 0.90017], [-4.04708, -2.44644, 2.71229], [-3.29215, -0.10972, 2.80182], [-3.83932, 2.25223, 2.08685], [-4.50847, 2.52026, 0.46494], [-1.40683, 2.48028, -1.17500], [-3.15915, 2.34798, -1.41453], [-3.11887, -0.01853, -1.41264], [-1.59770, 0.39555, -2.22755], [-1.17524, -1.24054, -0.48961], [-1.71007, 1.58844, 2.36346], [0.40255, 2.41941, 2.13904], [-0.44624, 3.46782, 0.98041], [1.49659, 0.53526, 1.34537], [2.32937, -0.65745, -0.61450], [2.52797, 0.93587, -1.38583], [4.26949, 1.52547, 0.28663], [4.05323, -0.03678, 1.08166], [4.95423, 0.35488, -1.80616], [4.79218, -1.20070, -0.98739], [6.67859, 1.03795, -0.16078], [8.19500, 0.19271, -1.64164], [7.00649, -0.95853, -2.23978], [7.73406, -2.65998, -0.75744], [9.27155, -1.81219, -0.95224], [8.84977, -0.49350, 1.06938], [8.36059, -2.12837, 1.53911], [6.55941, -0.18270, 1.85724], [6.03548, -1.65283, 1.02673], [-6.84782, 0.25518, -2.35018], [-7.56121, 0.76821, -0.80078], [-6.93115, 1.98649, -1.93720]],
  "forces_ev_per_angstrom": [[-0.078, -0.234, -0.021], [0.329, 0.423, 0.183], [-0.088, 0.061, -0.164], [-0.101, -0.067, -0.127], [0.073, 0.037, 0.062], [-0.137, -0.066, -0.022], [-0.278, -0.004, -0.179], [-0.103, 0.089, -0.020], [-0.076, 0.111, 0.165], [0.137, -0.047, -0.294], [-0.311, 0.247, -0.246], [0.080, -0.251, -0.296], [-0.216, -0.013, 0.099], [0.177, -0.112, 0.439], [0.080, 0.190, 0.097], [0.002, -0.128, -0.107], [0.075, 0.163, 0.507], [-0.037, 0.233, -0.423], [0.291, -0.236, 0.119], [0.206, 0.101, -0.005], [-0.129, -0.203, -0.397], [0.078, 0.356, 0.341], [-0.243, -0.131, -0.162], [0.055, -0.009, 0.000], [0.136, 0.085, 0.011], [-0.100, -0.160, 0.000], [0.183, 0.205, 0.047], [-0.059, 0.020, 0.177], [0.444, -0.390, 0.141], [-0.404, 0.119, -0.325], [0.032, -0.060, 0.072], [-0.039, 0.024, 0.024], [0.040, 0.002, -0.025], [-0.060, -0.086, -0.042], [0.031, -0.073, 0.070], [0.105, 0.062, 0.103], [-0.066, -0.027, -0.057], [0.029, -0.015, 0.183], [-0.110, -0.050, -0.080], [0.044, -0.004, -0.038], [0.130, 0.057, -0.069], [-0.081, 0.051, 0.054], [0.056, 0.093, 0.200], [0.046, -0.132, -0.142], [-0.002, 0.007, 0.002], [0.044, -0.081, 0.026], [-0.151, 0.099, -0.050], [0.009, 0.054, -0.061], [0.004, -0.141, 0.070], [-0.005, 0.047, 0.068], [0.032, 0.026, 0.111], [-0.036, -0.043, -0.095], [0.023, -0.106, -0.089], [-0.012, 0.003, 0.007], [0.015, 0.013, -0.071], [-0.009, 0.052, -0.095], [0.009, -0.075, -0.005], [0.021, -0.102, -0.043], [0.065, 0.038, 0.043], [0.078, 0.017, 0.072], [-0.102, -0.036, 0.078], [-0.099, -0.067, 0.034], [-0.017, 0.118, 0.114], [0.029, -0.003, -0.008], [-0.043, -0.051, 0.040]]
}